Entry from OMol25: 20 unconnected molecules or ions with the total composition H39O20 (the ωB97M-V functional and the def2-TZVPD basis).

The geometry in XYZ format:
```
59
Properties=species:S:1:pos:R:3:forces:R:3
O 5.406478 -0.522111 -0.831410 1.050 -0.517 1.040
H -1.171074 1.093648 0.320291 -0.497 1.207 0.322
O 3.175490 4.057273 -0.410967 0.912 1.364 1.106
H 3.142901 4.596256 -1.201446 -0.035 0.003 -0.150
H 2.615527 3.328640 -0.622238 -0.296 -1.009 -0.623
O 2.848736 -0.635289 1.209982 -3.840 0.314 0.580
H -1.709646 1.617726 -1.918004 -0.112 -0.357 -1.184
H 3.012128 -1.418404 0.723446 1.708 0.363 -0.937
O -0.400027 3.096384 3.776257 -0.113 1.515 1.144
H -0.710242 2.608834 4.561601 0.417 -0.343 -1.410
H -3.565319 -0.505778 -3.659416 -0.051 0.668 0.239
O -3.819896 -1.424561 -3.652812 -0.587 -1.002 0.051
H 0.544890 3.389756 -0.966599 -1.563 0.416 0.092
H 3.265807 0.166856 1.478824 1.571 -0.248 -0.752
O -0.729379 -3.916106 -3.062560 0.675 -0.224 0.139
H 4.787436 -1.070911 -1.307249 -0.319 0.753 -0.546
H 5.436619 0.413363 -1.037348 -0.724 -0.203 -0.560
O -1.251005 -1.333246 -1.203803 0.322 0.304 1.307
H -0.117932 -2.782172 0.608050 0.392 0.046 -0.110
H -1.452284 -1.659707 -2.070905 -0.130 0.341 -0.706
O 0.176737 -1.523480 5.356576 0.301 2.167 1.301
H -0.699389 -0.483123 -1.224927 -0.451 -0.613 -0.955
H -2.749796 1.489287 2.251907 -0.411 -0.571 0.529
O -0.456181 0.217418 3.415346 -1.006 -0.533 -1.211
H -1.371713 0.052422 3.690212 -0.004 0.355 0.591
H -0.669557 0.062651 2.472690 0.861 0.202 0.251
O -1.642238 1.789432 0.854238 0.718 -1.233 -0.019
H -1.918402 2.467754 0.243628 0.047 0.354 -0.476
H 1.352075 1.732125 -1.741151 0.309 0.541 -0.600
O -0.217645 3.690927 -1.528175 1.438 -0.189 0.617
H -0.344539 2.607373 2.959197 -0.312 -1.007 0.281
H 0.328389 3.630311 -2.324086 -0.479 0.151 -0.578
O -4.529614 1.216892 -1.378139 -1.207 0.636 0.379
H -4.762131 -1.481722 -3.404861 0.809 0.366 -0.170
H -0.641923 -3.618338 -2.150936 -0.067 0.006 0.045
O 2.092296 2.440710 -2.117401 -0.931 -1.072 0.087
H 2.537623 1.900074 -2.769210 0.340 -0.001 -0.194
H 0.830419 -2.139157 5.642514 -0.184 -1.278 -0.416
O -2.244527 1.396175 -2.726778 0.161 0.224 1.362
H -0.555655 -1.742679 4.802778 0.136 -1.143 -0.586
H -1.671039 1.605374 -3.456709 0.391 0.127 -0.507
O 0.157251 0.321190 -4.202608 -1.509 -1.162 2.633
H 0.292451 0.964898 -3.454549 0.270 -0.807 -0.788
H -0.310265 -0.399014 -3.608333 1.463 1.908 -1.969
O 3.923337 -1.858822 3.163678 1.966 -1.386 1.259
H 3.581674 -1.146700 3.691869 -0.812 0.260 -0.301
H -3.720782 1.475073 -1.820742 0.291 -0.321 -0.400
O -3.263042 0.971721 2.926574 0.294 -0.032 -0.738
H 3.380468 -2.091067 2.425145 -0.746 0.731 0.137
H -3.294763 1.506762 3.712397 -0.015 0.452 0.329
O 0.309730 0.818371 -1.435774 -0.100 -0.341 0.957
H -1.574517 -3.604086 -3.362837 -0.688 0.226 -0.173
H -4.488069 0.295605 -1.145624 0.443 -0.390 0.072
O 1.645272 -5.752627 1.394033 1.720 -0.274 -0.743
H 2.162779 -4.971972 1.699543 -1.843 -0.884 0.170
H 0.726739 -5.914189 1.612123 0.117 1.196 0.592
O -0.942822 -2.919639 1.068233 -0.011 -0.434 0.585
H -1.545748 -2.442197 0.499431 -0.334 0.342 -0.363
H 0.807908 0.335815 -0.762961 0.255 0.036 -0.033
```
Forces are in eV/Å.

Summary:
* total charge: -1
* 2S+1: 1
* gap between HOMO and LUMO: 9.55 eV
* LUMO: 1.975 eV
* relative energy (zero: lowest compared OMol25 entry of this formula, charge and spin): 5.000 eV
* E_HOMO: -0.278 hartree
* energy: -1528.1766 Eh

Atomic partial charges in e from the Löwdin method, atoms 1 to 8: -0.05, 0.05, -0.07, 0.03, -0.04, -0.04, 0.04, 0.03

***

Entry from OMol25: 20 unconnected molecules or ions with the total composition H39O20 (the ωB97M-V functional and the def2-TZVPD basis).

The geometry in XYZ format:
```
59
Properties=species:S:1:pos:R:3:forces:R:3
O -0.738830 2.861706 0.512950 1.265 -1.563 1.799
H 1.699236 4.139856 -1.349245 3.493 -0.402 -1.768
O -3.508977 0.638357 3.276727 0.786 -3.925 -0.846
H -3.543960 0.319396 2.332083 -0.541 0.916 1.746
H -3.771831 1.502522 3.249576 -1.237 3.476 -0.203
O -1.346278 -0.554361 2.329751 0.163 -1.897 -1.821
H 1.886201 -0.807487 -3.682763 1.984 1.147 0.886
H -2.068652 -0.100577 1.879535 0.555 -0.317 -0.269
O 1.419822 0.967208 3.785935 3.288 6.878 2.308
H 1.080446 0.355067 3.266637 -2.394 -4.512 -4.012
H 4.375499 1.212643 1.751906 0.448 -0.122 -1.474
O 4.428557 0.674331 0.930659 -0.737 -0.670 0.934
H 0.674803 -2.324677 0.578694 1.426 0.059 -0.255
H -1.172330 0.014922 3.020987 0.528 1.658 2.729
O -3.630803 0.394360 -1.747022 -0.044 -2.341 1.665
H -1.101923 3.398964 -0.139532 -1.323 1.897 -2.494
H 1.677459 1.776807 3.187094 -0.990 -2.337 1.623
O 0.546488 0.212199 -1.556192 -1.900 1.334 1.302
H 0.503462 0.176090 -0.587391 -1.092 -0.207 -0.199
H 1.477461 0.220454 -1.587378 2.149 -0.318 -1.596
O -1.336780 -1.952556 -1.504459 -2.876 2.177 -1.960
H -3.309801 1.099578 -2.243718 0.863 1.705 -1.786
H -0.384205 0.378205 -4.732202 0.291 0.628 0.271
O -0.135571 -5.967022 1.634978 -1.663 -0.521 -1.180
H -0.949826 -5.579665 1.170828 0.879 -1.122 0.771
H 0.244452 -5.154097 1.890588 1.115 1.311 0.847
O -2.006698 -4.644772 0.331702 2.252 -0.158 -2.088
H -2.357824 -3.913203 0.813928 -0.572 1.063 0.415
H -1.184346 -4.254289 -0.127177 -2.021 -0.695 1.228
O -0.235968 -2.260334 0.785863 -1.004 0.150 0.460
H 2.366068 -0.581118 -0.061161 1.027 0.516 0.684
H -0.377418 -1.303327 0.966438 -0.154 -0.998 0.439
O 2.631032 3.997354 -1.845285 -3.143 0.747 1.497
H -3.445869 -1.862413 0.971467 2.835 3.463 6.912
H -2.959117 -0.325951 -1.811873 -0.398 0.691 -0.288
O 2.034152 -1.393896 -0.417948 1.130 -2.937 0.812
H 2.609089 -2.130871 -0.032150 -0.746 1.811 -0.793
H -0.519149 -2.048580 -1.117843 2.962 0.232 1.773
O 2.614358 -0.442353 -3.083535 -0.688 -0.371 -1.060
H -1.549902 -2.820537 -1.738093 -1.024 -2.108 -0.702
H 3.237601 0.187203 -3.511831 -1.089 -0.795 0.017
O 1.801525 2.762503 0.360304 -2.976 2.189 3.235
H 1.760429 2.285100 -0.420358 -0.121 -1.837 -2.614
H 0.769154 3.021898 0.572341 3.196 -1.042 -0.533
O 0.415002 3.707055 2.795007 -2.610 -0.600 -1.678
H -0.211652 3.369023 3.528302 1.262 0.743 -2.101
H 4.828724 1.072657 0.153378 0.018 0.718 0.362
O -3.789671 -2.277963 0.304978 -2.015 -2.257 -7.088
H -0.085424 3.665966 1.822438 1.319 0.186 4.787
H -3.336321 -1.743637 -0.403718 -0.779 -1.295 0.521
O -1.072617 0.086281 -5.326592 0.091 -0.690 0.163
H -1.046911 -0.862093 -5.130603 -0.413 0.087 -0.313
H 3.225702 3.837046 -1.097292 -0.197 0.603 0.195
O 4.127081 1.810706 -2.007906 3.715 -0.762 -2.433
H 3.466668 2.480274 -2.005673 -1.072 0.980 -0.650
H 4.790079 2.067070 -2.788514 -2.283 -0.691 2.702
O -2.570565 0.943551 0.783607 2.499 4.038 -2.647
H -2.727837 1.092084 -0.210913 -0.550 -1.062 1.687
H -1.730311 1.640874 0.875022 -2.887 -2.848 0.081
```
Forces are in eV/Å.

Summary:
* 2S+1: 2
* gap between HOMO and LUMO (spin up / spin down): 8.98 / 3.82 eV
* LUMO (spin up / spin down): -1.132 / -6.286 eV
* expectation value of S²: 0.76
* relative energy (zero: lowest compared OMol25 entry of this formula, charge and spin): 3.145 eV
* E_HOMO (spin up / spin down): -0.372 / -0.372 hartree
* energy: -1527.8824 Eh

Atomic partial charges in e from the Löwdin method, atoms 1 to 8: 0.05, 0.13, -0.03, 0.04, -0.01, -0.04, 0.09, -0.04

***

Entry from OMol25: 2 unconnected molecules or ions with the total composition H3IN2 (the ωB97M-V functional and the def2-TZVPD basis).

The geometry in XYZ format:
```
6
Properties=species:S:1:pos:R:3:forces:R:3
N 0.403082 -0.099368 0.082658 -2.203 -0.977 -0.239
N 0.989920 -0.331133 1.227647 2.047 1.298 -0.222
I -1.882555 1.373064 -2.387358 0.175 -0.071 0.223
H 0.724542 0.317140 -0.784426 0.748 -0.178 0.631
H -0.472556 -0.599504 0.071326 -0.348 0.529 -1.305
H 0.237568 -0.660199 1.790154 -0.418 -0.600 0.912
```
Forces are in eV/Å.

Summary:
* 2S+1: 1
* gap between HOMO and LUMO (spin up / spin down): 10.76 / 4.15 eV
* LUMO (spin up / spin down): 0.627 / -3.478 eV
* relative energy (zero: lowest compared OMol25 entry of this formula, charge and spin): 1.326 eV
* E_HOMO (spin up / spin down): -0.373 / -0.280 hartree
* energy: -408.8864 Eh

Population analysis type Löwdin, resulting atomic charges in e: -0.08, -0.01, -0.04, 0.05, 0.06, 0.02

***

Entry from OMol25: H3ISi in the gas phase (the ωB97M-V functional and the def2-TZVPD basis).

The geometry in XYZ format:
```
5
Properties=species:S:1:pos:R:3:forces:R:3
Si -0.178580 -0.010767 0.251230 -3.038 1.474 0.224
I 1.707851 0.291349 -1.601666 1.960 0.218 -1.997
H -0.372356 1.245911 1.053115 -0.100 -0.593 0.153
H -1.438234 -0.347076 -0.570277 0.688 0.208 0.537
H 0.281319 -1.179417 0.867598 0.490 -1.307 1.083
```
Forces are in eV/Å.

Summary:
* 2S+1: 3
* gap between HOMO and LUMO (spin up / spin down): 5.93 / 6.55 eV
* LUMO (spin up / spin down): 0.739 / -4.051 eV
* expectation value of S²: 2.00
* relative energy (zero: lowest compared OMol25 entry of this formula, charge and spin): 0.000 eV
* E_HOMO (spin up / spin down): -0.191 / -0.389 hartree
* energy: -588.8187 Eh

Population analysis type Löwdin, resulting atomic charges in e: 0.13, 0.38, -0.16, -0.14, -0.20

***

Entry from OMol25: 2 unconnected molecules or ions with the total composition H3N2O (the ωB97M-V functional and the def2-TZVPD basis).

The geometry in XYZ format:
```
6
Properties=species:S:1:pos:R:3:forces:R:3
N -0.745313 -0.214719 -0.115023 2.188 1.739 2.970
N 1.371204 0.327772 -0.630742 1.460 -3.240 1.194
O 2.070409 0.138454 0.445669 -1.166 0.496 -1.493
H -0.281512 -0.936486 0.463382 -0.065 0.638 -0.088
H -1.158562 -0.770819 -0.771513 -1.393 -1.794 -2.891
H 1.148244 1.282354 -0.690326 -1.024 2.162 0.308
```
Forces are in eV/Å.

Summary:
* total charge: -1
* 2S+1: 1
* gap between HOMO and LUMO (spin up / spin down): 7.36 / 7.74 eV
* LUMO (spin up / spin down): 5.584 / 5.594 eV
* relative energy (zero: lowest compared OMol25 entry of this formula, charge and spin): 2.742 eV
* E_HOMO (spin up / spin down): -0.065 / -0.079 hartree
* energy: -186.4129 Eh

Population analysis type Löwdin, resulting atomic charges in e: -0.14, -0.17, -0.35, -0.11, -0.20, -0.03

***

Entry from OMol25: 2 unconnected molecules or ions with the total composition H3N2O3S (the ωB97M-V functional and the def2-TZVPD basis).

The geometry in XYZ format:
```
9
Properties=species:S:1:pos:R:3:forces:R:3
N -1.683452 0.196397 -0.015984 -0.082 0.311 0.106
N -0.880833 -0.936298 -0.116184 2.815 0.443 -0.234
O 1.417124 0.495600 1.253063 -0.085 -0.292 -0.524
O 1.164080 1.067560 -1.124709 0.024 -0.652 0.348
O 2.345758 -1.016405 -0.465837 -0.460 0.166 0.008
S 1.359858 0.003495 -0.132437 -2.075 -0.170 0.286
H -1.344281 0.847565 0.697810 0.021 -0.044 -0.219
H -1.616008 0.662883 -0.918242 -0.042 0.015 0.271
H -0.762250 -1.320800 0.822521 -0.115 0.222 -0.042
```
Forces are in eV/Å.

Summary:
* total charge: -1
* 2S+1: 1
* gap between HOMO and LUMO: 7.70 eV
* LUMO: 4.231 eV
* relative energy (zero: lowest compared OMol25 entry of this formula, charge and spin): 1.694 eV
* E_HOMO: -0.127 hartree
* energy: -735.2116 Eh

Atomic partial charges in e from the Löwdin method, atoms 1 to 8: -0.16, -0.16, -0.44, -0.43, -0.41, 0.48, 0.05, 0.05

***

Entry from OMol25: 2 unconnected molecules or ions with the total composition H3N3 (the ωB97M-V functional and the def2-TZVPD basis).

The geometry in XYZ format:
```
6
Properties=species:S:1:pos:R:3:forces:R:3
N 0.818822 -0.451112 0.272351 0.623 0.889 -1.163
N -0.601504 -0.648949 0.133514 -1.049 -0.761 -0.731
N -0.088370 0.578641 0.479583 -0.250 2.241 -0.400
H 1.108684 -0.612244 1.214012 0.197 -1.191 0.895
H -0.788094 -0.520718 -0.884066 0.195 -0.904 0.750
H -0.449538 1.654380 -1.215394 0.284 -0.274 0.648
```
Forces are in eV/Å.

Summary:
* 2S+1: 1
* gap between HOMO and LUMO (spin up / spin down): 9.89 / 9.34 eV
* LUMO (spin up / spin down): -0.232 / -0.421 eV
* relative energy (zero: lowest compared OMol25 entry of this formula, charge and spin): 8.243 eV
* E_HOMO (spin up / spin down): -0.372 / -0.359 hartree
* energy: -165.8007 Eh

Population analysis type Löwdin, resulting atomic charges in e: -0.07, -0.10, -0.09, 0.08, 0.07, 0.11

***

Entry from OMol25: H3N3O in the gas phase (the ωB97M-V functional and the def2-TZVPD basis).

The geometry in XYZ format:
```
7
Properties=species:S:1:pos:R:3:forces:R:3
H 0.035247 -2.430786 -0.306156 0.367 1.877 0.747
N 0.599888 -1.539327 -0.060523 -3.326 1.650 -0.027
N -0.692330 -0.355767 0.047868 1.847 -4.459 -1.276
N -0.192376 0.840475 -0.065684 -0.200 3.137 -0.564
O -1.883422 -0.586165 0.016992 1.418 0.928 -0.014
H 0.802508 0.966628 -0.021740 0.309 -1.099 0.079
H -0.621444 1.680824 -0.548793 -0.415 -2.035 1.054
```
Forces are in eV/Å.

Summary:
* 2S+1: 1
* gap between HOMO and LUMO (spin up / spin down): 8.33 / 8.33 eV
* LUMO (spin up / spin down): -0.256 / -0.255 eV
* structure (SMILES): [H]/N=[N+](/N)[O-]
* relative energy (zero: lowest compared OMol25 entry of this formula, charge and spin): 4.845 eV
* E_HOMO (spin up / spin down): -0.315 / -0.316 hartree
* energy: -241.0956 Eh

Population analysis type Löwdin, resulting atomic charges in e: -0.02, -0.01, -0.37, 0.10, 0.02, 0.10, 0.17

***

What is the formula in the sixth record?
H3N2O3S